<w>
Density functional theory data (ωB97M-V/def2-TZVPD) for a structure of composition C44H34AsCl3F6N2O2P2PbTe.

total charge: +1
2S+1: 2
⟨S²⟩: 0.7579
HOMO-LUMO gap (alpha / beta): 7.66 / 5.68 eV
E_HOMO (alpha / beta): -10.84 / -10.73 eV

Each line ends with the Löwdin spin population.
CARTESIAN COORDINATES (ANGSTROEM)
Pb -1.443 2.498 -1.222  0.0001
N 0.118 3.184 0.642  0.0023
C 1.544 3.431 0.504  0.0000
C 2.098 4.393 1.339  0.0001
C 3.452 4.665 1.322  0.0001
C 4.277 3.989 0.438  0.0002
C 3.726 3.080 -0.443  0.0001
C 2.366 2.767 -0.415  0.0001
C 1.799 1.929 -1.486  0.0026
C 1.943 2.395 -2.794  0.0011
C 1.216 1.853 -3.838  0.0000
C 0.285 0.856 -3.582  0.0004
C 0.228 0.285 -2.318  0.0016
C 1.041 0.764 -1.274  0.0230
H -0.042 2.522 1.413  0.0073
H -0.306 4.070 0.920  0.0001
H 1.445 4.938 2.007  0.0000
H 3.851 5.412 1.988  0.0000
H 5.335 4.196 0.404  0.0000
H 4.343 2.578 -1.173  0.0000
H 2.601 3.233 -2.972  0.0001
H 1.343 2.239 -4.837  0.0000
H -0.355 0.482 -4.365  0.0001
H -0.408 -0.573 -2.146  0.0001
Te -0.054 0.163 3.092  0.1994
C -2.170 0.125 3.464  0.0201
C -3.088 0.626 2.554  0.0036
C -4.430 0.624 2.914  0.0009
N -4.861 0.185 4.079  0.0003
C -3.985 -0.277 4.947  0.0006
C -2.620 -0.331 4.691  0.0025
C 0.002 -0.811 1.212  0.4211
P -1.529 -1.766 1.089  0.1238
C -1.026 -3.430 1.702  0.0525
C -1.295 -4.561 0.938  0.0065
C -0.956 -5.812 1.424  0.0033
C -0.367 -5.946 2.670  -0.0033
C -0.123 -4.821 3.442  0.0014
C -0.460 -3.568 2.964  0.0010
C -2.066 -2.138 -0.613  0.0090
C -1.259 -2.581 -1.656  0.0012
C -1.813 -2.828 -2.899  0.0005
C -3.176 -2.666 -3.102  -0.0010
C -3.994 -2.287 -2.050  0.0006
C -3.440 -2.021 -0.810  0.0026
P 1.319 -0.410 0.121  0.0733
C 2.842 0.101 1.003  0.0050
C 4.034 -0.546 0.673  0.0013
C 5.210 -0.248 1.340  0.0002
C 5.224 0.700 2.348  0.0011
C 4.057 1.379 2.655  0.0001
C 2.882 1.088 1.986  0.0045
C 1.833 -1.956 -0.681  0.0069
C 2.347 -2.004 -1.977  0.0006
C 2.803 -3.207 -2.492  0.0004
C 2.746 -4.364 -1.728  -0.0004
C 2.261 -4.312 -0.430  0.0004
C 1.821 -3.112 0.100  0.0050
H -2.792 0.994 1.578  -0.0003
H -5.183 0.993 2.231  0.0001
H -4.387 -0.630 5.886  0.0000
H -1.941 -0.729 5.429  0.0007
H -1.762 -4.472 -0.031  0.0003
H -1.171 -6.681 0.821  0.0006
H -0.103 -6.923 3.046  -0.0001
H 0.320 -4.925 4.421  0.0001
H -0.273 -2.688 3.574  0.0032
H -0.209 -2.761 -1.485  0.0001
H -1.175 -3.155 -3.708  0.0001
H -3.600 -2.855 -4.075  -0.0001
H -5.060 -2.188 -2.197  0.0000
H -4.071 -1.704 0.010  0.0016
H 4.055 -1.294 -0.105  0.0003
H 6.117 -0.770 1.072  0.0000
H 6.135 0.920 2.883  0.0001
H 4.057 2.144 3.416  0.0001
H 2.008 1.673 2.230  0.0045
H 2.396 -1.105 -2.576  0.0000
H 3.213 -3.236 -3.491  0.0001
H 3.099 -5.299 -2.139  0.0000
H 2.233 -5.204 0.176  0.0000
H 1.464 -3.068 1.120  0.0039
Cl -2.804 4.875 -1.219  -0.0001
C -1.532 5.909 -1.949  0.0000
Cl -2.277 7.240 -2.793  0.0000
Cl -0.517 6.478 -0.610  0.0000
C -0.530 5.104 -2.909  0.0000
O -0.004 5.732 -3.776  0.0000
O -0.353 3.892 -2.581  0.0002
F -3.148 0.447 -1.789  -0.0001
As -4.747 1.349 -1.945  0.0000
F -3.747 2.513 -2.876  0.0000
F -4.148 2.210 -0.429  0.0000
F -6.102 2.368 -2.029  0.0000
F -5.514 0.215 -0.893  0.0000
F -5.074 0.456 -3.367  0.0000

---

<x>
Density functional theory data (ωB97M-V/def2-TZVPD) for a structure of composition C44H34AsCl3F6N2O2P2PbTe.

total charge: +1
2S+1: 2
⟨S²⟩: 0.7574
HOMO-LUMO gap (alpha / beta): 8.04 / 6.08 eV
E_HOMO (alpha / beta): -11.06 / -11.35 eV

Each line ends with the Löwdin spin population.
CARTESIAN COORDINATES (ANGSTROEM)
Pb 0.122 1.839 0.975  0.0202
N -1.540 0.727 2.261  0.0038
C -2.716 -0.071 1.981  0.0000
C -3.003 -1.117 2.848  0.0002
C -4.165 -1.852 2.698  0.0000
C -5.054 -1.526 1.682  0.0003
C -4.751 -0.495 0.812  0.0000
C -3.570 0.242 0.931  0.0002
C -3.282 1.254 -0.116  0.0001
C -3.454 0.886 -1.456  -0.0001
C -3.367 1.803 -2.486  0.0000
C -3.100 3.138 -2.201  0.0001
C -2.892 3.528 -0.891  0.0004
C -2.981 2.589 0.125  0.0004
H -1.001 0.251 2.988  0.0004
H -1.856 1.564 2.762  0.0001
H -2.323 -1.329 3.665  0.0000
H -4.386 -2.655 3.387  0.0000
H -5.982 -2.069 1.571  0.0000
H -5.448 -0.234 0.026  0.0000
H -3.692 -0.146 -1.674  0.0001
H -3.521 1.480 -3.507  0.0000
H -3.062 3.874 -2.992  0.0000
H -2.683 4.561 -0.638  0.0000
Te 3.328 -0.549 -2.296  0.1977
C 3.495 -2.644 -2.121  0.0361
C 4.583 -3.266 -1.529  0.0060
C 4.615 -4.656 -1.522  -0.0007
N 3.665 -5.418 -2.052  0.0041
C 2.638 -4.806 -2.633  0.0024
C 2.505 -3.426 -2.702  0.0121
C 1.693 -0.294 -1.082  0.4471
P 0.268 0.645 -1.648  0.0519
C -0.389 -0.407 -2.964  0.0140
C -1.247 -1.436 -2.578  0.0077
C -1.655 -2.385 -3.504  0.0007
C -1.208 -2.305 -4.816  0.0054
C -0.356 -1.279 -5.204  0.0026
C 0.061 -0.332 -4.280  0.0049
C 0.934 2.153 -2.411  0.0194
C 0.148 2.860 -3.323  0.0014
C 0.571 4.088 -3.802  0.0009
C 1.776 4.630 -3.370  -0.0009
C 2.557 3.941 -2.457  0.0002
C 2.137 2.708 -1.974  0.0025
P 1.583 -0.564 0.681  0.0936
C 3.235 -0.694 1.378  0.0026
C 3.909 -1.914 1.418  0.0007
C 5.192 -1.971 1.937  0.0014
C 5.797 -0.820 2.426  0.0024
C 5.119 0.391 2.411  0.0004
C 3.836 0.453 1.891  0.0019
C 0.714 -2.097 1.050  0.0266
C 0.427 -3.045 0.075  0.0080
C -0.231 -4.216 0.427  0.0003
C -0.607 -4.432 1.744  0.0034
C -0.335 -3.478 2.717  0.0005
C 0.320 -2.308 2.373  0.0046
H 5.387 -2.700 -1.080  0.0017
H 5.447 -5.178 -1.065  -0.0001
H 1.883 -5.448 -3.072  0.0003
H 1.647 -2.984 -3.195  0.0000
H -1.589 -1.499 -1.550  -0.0001
H -2.323 -3.180 -3.203  -0.0001
H -1.523 -3.045 -5.539  0.0003
H -0.012 -1.217 -6.227  0.0001
H 0.724 0.467 -4.589  0.0018
H -0.789 2.441 -3.666  0.0001
H -0.040 4.627 -4.513  0.0002
H 2.103 5.589 -3.748  -0.0001
H 3.494 4.360 -2.118  0.0001
H 2.757 2.186 -1.254  0.0018
H 3.426 -2.814 1.058  -0.0001
H 5.717 -2.916 1.974  0.0000
H 6.795 -0.871 2.839  0.0001
H 5.581 1.280 2.816  0.0000
H 3.304 1.399 1.901  0.0001
H 0.714 -2.871 -0.954  0.0037
H -0.443 -4.960 -0.329  0.0002
H -1.113 -5.349 2.016  0.0002
H -0.633 -3.647 3.743  0.0001
H 0.544 -1.572 3.139  0.0004
Cl -3.514 6.560 1.677  0.0000
C -3.025 5.149 2.641  0.0000
Cl -3.693 5.253 4.255  0.0000
Cl -1.259 5.089 2.688  0.0000
C -3.653 3.933 1.909  0.0000
O -4.816 3.825 1.719  0.0000
O -2.730 3.038 1.432  0.0002
F 0.553 2.458 3.383  0.0009
As 0.046 2.260 5.111  0.0000
F -0.095 0.543 4.727  0.0002
F 1.695 2.026 5.514  0.0000
F -0.507 1.996 6.703  0.0000
F 0.172 3.954 5.313  0.0000
F -1.608 2.452 4.529  0.0000

---

Which is most stable, and by how much? <x>, by 80.7 kJ/mol.

---

<w>
Density functional theory data (ωB97M-V/def2-TZVPD) for a cluster of 2 separate species, C5H13NOSi in total.

total charge: 0
HOMO-LUMO gap (alpha / beta): 6.86 / 6.86 eV
E_HOMO (alpha / beta): -6.71 / -6.71 eV

Each line ends with the natural charge from an NBO analysis.
CARTESIAN COORDINATES (ANGSTROEM)
C 2.732 1.723 0.054  -0.3081
C 1.423 1.960 -0.026  -0.7669
C -0.880 -1.971 -0.087  -0.3797
C 1.380 -1.606 0.627  -0.4172
C -2.426 2.157 0.121  -0.2237
N 0.065 -0.938 0.381  -0.8893
O -1.478 1.145 0.600  -0.9469
Si -0.003 0.799 0.157  2.0884
H 3.439 2.413 -0.292  0.1985
H 3.196 0.833 0.357  0.1862
H 1.057 2.963 -0.451  0.2653
H -1.651 -1.540 -0.608  0.2140
H -0.434 -2.737 -0.619  0.1896
H -1.178 -2.538 0.861  0.1780
H 1.252 -2.042 1.699  0.2095
H 1.678 -2.068 -0.270  0.2090
H 2.089 -0.814 0.813  0.1839
H -2.736 1.740 -0.763  0.2015
H -1.844 3.074 -0.152  0.1865
H -3.278 2.276 0.723  0.1937
H -0.327 1.243 -2.630  -0.5725

---

<x>
Density functional theory data (ωB97M-V/def2-TZVPD) for a cluster of 2 separate species, C5H13NOSi in total.

total charge: 0
HOMO-LUMO gap (alpha / beta): 6.14 / 7.89 eV
E_HOMO (alpha / beta): -5.97 / -7.46 eV

Each line ends with the natural charge from an NBO analysis.
CARTESIAN COORDINATES (ANGSTROEM)
C 3.039 -1.472 -0.460  0.0921
C 2.052 0.268 -1.940  -0.4214
C -3.060 -1.174 0.081  -0.2381
C 0.191 -0.023 2.421  -1.1304
C -0.752 1.851 -0.135  -1.1283
N 2.140 -0.759 -0.835  -0.4440
O -1.960 -0.766 0.878  -0.9305
Si -0.655 0.095 0.670  1.5045
H 4.072 -1.744 -0.975  0.1419
H 2.377 1.198 -1.486  0.2106
H 1.066 0.263 -2.232  0.2056
H 2.729 0.013 -2.747  0.1918
H -2.514 -1.534 -0.812  0.1777
H -3.812 -0.415 -0.184  0.1773
H -3.622 -2.018 0.537  0.1868
H 1.217 0.464 2.511  0.2400
H -0.586 0.474 3.051  0.2262
H 0.247 -1.158 2.690  0.2493
H -1.583 2.532 0.001  0.2330
H 0.185 2.265 0.119  0.2305
H -0.770 1.642 -1.150  0.2253

---

Which is most stable, and by how much? <x>, by 19.4 kJ/mol.